Entry w
Computed, not measured: a cluster of 4 separate species, C3H14NO3S in total, with wB97M-V/def2-TZVPD.

The geometry in XYZ format:
```
22
Properties=species:S:1:pos:R:3
C -1.006 0.058 1.041
C -0.983 -1.060 2.054
S 0.057 -2.485 1.536
C -1.563 -0.383 -0.333
N -1.438 0.832 -1.183
H -0.037 0.497 0.794
H -1.662 0.872 1.414
H -1.967 -1.510 2.229
H -0.585 -0.620 3.000
H -2.552 -0.843 -0.296
H -0.905 -1.075 -0.859
H -1.689 0.584 -2.134
H -1.934 1.677 -0.933
H 2.414 -2.490 -0.187
H 3.152 -1.233 0.401
O 3.133 -1.867 -0.338
H 1.714 0.599 -2.718
H 2.641 0.113 -1.600
O 2.189 0.898 -1.940
H -0.283 2.435 0.497
H 0.716 2.254 -0.629
O 0.589 2.748 0.183
```

Computed properties:
- HOMO level (eV) = -2.7
- Kohn-Sham gap (eV) = 6.17
- 2S+1 = 1
- net charge = -1
- lowest unoccupied orbital energy (eV) = 3.4



Entry x
Computed, not measured: a cluster of 4 separate species, C3H14NO3S in total, with wB97M-V/def2-TZVPD.

The geometry in XYZ format:
```
22
Properties=species:S:1:pos:R:3
C -0.995 0.277 -0.801
C -1.069 -1.175 -1.584
S 0.113 -2.439 -0.634
C 0.277 1.193 -1.508
N 0.737 2.275 -0.678
H -0.575 0.105 0.157
H -1.915 0.869 -0.777
H -0.738 -1.028 -2.622
H -2.097 -1.451 -1.409
H -0.043 1.454 -2.499
H 0.993 0.310 -1.680
H 1.049 1.880 0.200
H 1.517 2.694 -1.152
H -2.099 -1.590 1.743
H -0.723 -2.035 1.523
O -1.288 -1.641 2.266
H 1.418 -0.979 0.312
H 2.761 -0.730 1.099
O 2.036 -0.222 0.715
H 0.999 0.841 2.245
H -0.445 0.304 2.550
O 0.087 1.089 2.533
```

Computed properties:
- HOMO level (eV) = -3.8
- Kohn-Sham gap (eV) = 7.38
- 2S+1 = 1
- net charge = -1
- lowest unoccupied orbital energy (eV) = 3.6



The least stable of them is entry x.



Entry w
Computed, not measured: a cluster of 4 separate species, C2H12N2O4 in total, with wB97M-V/def2-TZVPD.

The geometry in XYZ format:
```
20
Properties=species:S:1:pos:R:3
C -2.640 -0.083 -0.321
N -1.513 -0.342 -1.180
C -0.422 -0.960 -0.668
N 0.515 -1.291 -1.672
O -0.151 -1.100 0.511
H -2.241 -0.305 0.707
H -3.460 -0.819 -0.407
H -3.191 0.854 -0.178
H -1.622 -0.267 -2.179
H 0.313 -2.022 -2.341
H 1.447 -1.431 -1.312
H 1.917 -1.919 2.186
H 1.583 -1.115 0.900
O 2.317 -1.470 1.445
H 2.782 1.621 0.701
H 1.397 2.257 0.315
O 1.955 1.995 1.055
H -1.139 2.061 0.918
H -1.129 3.331 0.093
O -0.588 2.566 0.292
```

Computed properties:
- HOMO level (eV) = -10.1
- Kohn-Sham gap (eV) = 10.56
- 2S+1 = 1
- SMILES = CNC(N)=O.O.O.O
- lowest unoccupied orbital energy (eV) = 0.5



Entry x
Computed, not measured: a cluster of 4 separate species, C2H12N2O4 in total, with wB97M-V/def2-TZVPD.

The geometry in XYZ format:
```
20
Properties=species:S:1:pos:R:3
N 0.396 1.067 -0.425
C 0.301 -0.357 -0.189
C -0.369 -0.704 1.113
N 0.060 -0.138 2.258
O -1.302 -1.505 1.118
H 1.191 1.337 -0.975
H -0.434 1.541 -0.745
H -0.256 -0.909 -0.932
H 1.296 -0.806 -0.276
H 0.811 0.529 2.261
H -0.508 -0.213 3.081
H -1.048 -2.705 -0.628
H -1.252 -3.574 -1.824
O -0.648 -2.894 -1.496
H -2.833 2.092 -2.255
H -2.698 0.928 -1.234
O -2.459 1.845 -1.405
H 3.519 1.170 0.179
H 2.696 1.869 1.264
O 3.537 1.426 1.111
```

Computed properties:
- HOMO level (eV) = -9.4
- Kohn-Sham gap (eV) = 9.91
- 2S+1 = 1
- SMILES = NCC(N)=O.O.O.O
- lowest unoccupied orbital energy (eV) = 0.6



The least stable of them is entry w.



Entry w
Computed, not measured: an isolated molecule of C3H4N4, with wB97M-V/def2-TZVPD.

The geometry in XYZ format:
```
11
Properties=species:S:1:pos:R:3
C -0.772 0.198 -0.142
C -0.687 1.433 -0.624
C 1.690 -0.362 0.182
N -0.170 -1.841 0.725
N -1.879 -0.582 0.156
N -1.455 -1.709 0.588
N 0.345 -0.726 0.277
H 0.127 2.171 -0.762
H -1.638 1.889 -0.620
H 2.495 -1.150 0.483
H 1.944 0.680 -0.263
```

Computed properties:
- HOMO level (alpha / beta) (eV) = -8.6 / -8.7
- Kohn-Sham gap (alpha / beta) (eV) = 7.61 / 7.22
- 2S+1 = 1
- lowest unoccupied orbital energy (alpha / beta) (eV) = -1.0 / -1.4



Entry x
Computed, not measured: a structure of composition C3H4N4, with wB97M-V/def2-TZVPD.

The geometry in XYZ format:
```
11
Properties=species:S:1:pos:R:3
N 2.032 -0.170 -0.499
C 0.782 -0.202 -0.038
C 0.209 0.837 0.633
N -1.122 0.658 0.900
C -2.126 0.116 0.536
N -1.771 -1.121 -0.949
N -0.692 -1.263 -1.271
H 2.645 0.631 -0.386
H 2.452 -0.991 -0.907
H 0.654 1.742 1.050
H -3.063 -0.237 0.931
```

Computed properties:
- HOMO level (alpha / beta) (eV) = -7.5 / -7.5
- Kohn-Sham gap (alpha / beta) (eV) = 8.13 / 8.13
- 2S+1 = 1
- lowest unoccupied orbital energy (alpha / beta) (eV) = 0.6 / 0.6



The least stable of them is entry w.



Entry w
Computed, not measured: a structure of composition C3H4N4, with wB97M-V/def2-TZVPD.

The geometry in XYZ format:
```
11
Properties=species:S:1:pos:R:3
C 1.977 0.273 0.096
C 1.010 -0.708 -0.041
C -1.980 0.686 0.061
H 3.035 -0.157 0.268
H 1.655 1.276 -0.138
H 1.248 -1.684 0.034
H -2.543 1.475 0.423
N -0.320 -0.297 -0.317
N -0.670 0.963 -0.316
N -2.293 -0.658 0.110
N -1.119 -1.169 -0.179
```

Computed properties:
- HOMO level (eV) = -9.9
- Kohn-Sham gap (eV) = 10.35
- 2S+1 = 1
- lowest unoccupied orbital energy (eV) = 0.5



Entry x
Computed, not measured: an isolated molecule of C3H4N4, with wB97M-V/def2-TZVPD.

The geometry in XYZ format:
```
11
Properties=species:S:1:pos:R:3
N -0.850 -0.456 -1.745
C -0.343 -0.541 -0.475
C 0.820 -1.067 -0.035
N 1.605 -0.548 0.833
C 1.141 0.728 1.185
N -0.117 1.002 1.254
N -0.986 0.113 0.578
H -0.155 -0.586 -2.472
H -1.457 0.341 -1.891
H -1.506 -0.457 1.235
H 1.846 1.472 1.534
```

Computed properties:
- HOMO level (alpha / beta) (eV) = -8.1 / -8.1
- Kohn-Sham gap (alpha / beta) (eV) = 8.02 / 8.02
- 2S+1 = 1
- SMILES = NC1=C=NC=NN1
- lowest unoccupied orbital energy (alpha / beta) (eV) = -0.1 / -0.1



Entry y
Computed, not measured: an isolated molecule of C3H4N4, with wB97M-V/def2-TZVPD.

The geometry in XYZ format:
```
11
Properties=species:S:1:pos:R:3
C -0.336 -0.065 0.006
C 0.468 -1.246 -0.074
C 0.328 1.229 -0.053
H -2.213 -0.778 0.262
H -2.264 0.590 -0.371
H 0.102 -2.284 -0.024
H -0.134 2.182 -0.275
N -1.662 0.036 0.253
N 1.828 -1.066 -0.035
N 2.281 0.081 0.268
N 1.602 1.322 0.046
```

Computed properties:
- HOMO level (eV) = -8.9
- Kohn-Sham gap (eV) = 9.18
- 2S+1 = 1
- SMILES = Nc1cnnnc1
- lowest unoccupied orbital energy (eV) = 0.3



Entry z
Computed, not measured: an isolated molecule of C3H4N4, with wB97M-V/def2-TZVPD.

The geometry in XYZ format:
```
11
Properties=species:S:1:pos:R:3
C -1.355 1.066 -0.115
C 1.764 0.310 0.070
C 0.570 -0.516 0.039
N -1.810 -1.129 -0.063
N -2.609 0.884 0.048
N -2.843 -0.470 0.090
N -0.743 -0.199 -0.078
H 2.130 0.326 1.023
H 1.403 1.220 -0.351
H 0.880 -1.515 -0.035
H 2.613 0.024 -0.627
```

Computed properties:
- HOMO level (alpha / beta) (eV) = -8.6 / -8.6
- Kohn-Sham gap (alpha / beta) (eV) = 6.46 / 6.47
- 2S+1 = 1
- lowest unoccupied orbital energy (alpha / beta) (eV) = -2.1 / -2.1



The least stable of them is entry z.



Entry w
Computed, not measured: an isolated molecule of C3H4N4, with wB97M-V/def2-TZVPD.

The geometry in XYZ format:
```
11
Properties=species:S:1:pos:R:3
N 1.901 -0.196 -0.593
C 0.574 -0.144 -0.262
C 0.096 0.654 0.801
N -1.177 0.653 1.116
C -1.956 -0.145 0.363
N -1.548 -0.915 -0.628
N -0.261 -0.917 -0.951
H 2.497 0.586 -0.374
H 2.126 -0.695 -1.440
H 0.769 1.276 1.390
H -3.020 -0.156 0.578
```

Computed properties:
- HOMO level (eV) = -9.3
- Kohn-Sham gap (eV) = 9.48
- 2S+1 = 1
- SMILES = Nc1cncnn1
- lowest unoccupied orbital energy (eV) = 0.2



Entry x
Computed, not measured: an isolated molecule of C3H4N4, with wB97M-V/def2-TZVPD.

The geometry in XYZ format:
```
11
Properties=species:S:1:pos:R:3
C 1.579 0.006 -0.370
C -0.899 0.167 0.194
C -1.481 0.507 1.504
H 0.781 -1.385 -1.800
H 2.534 0.609 0.034
H 0.582 0.747 1.449
H -1.488 -0.391 -1.722
N 1.638 -0.681 -1.519
N 0.459 0.422 0.372
N -1.689 -0.486 -0.673
N -2.016 0.486 2.532
```

Computed properties:
- HOMO level (eV) = -9.9
- Kohn-Sham gap (eV) = 9.20
- 2S+1 = 1
- SMILES = [H]/N=C\N/C(C#N)=N\[H]
- lowest unoccupied orbital energy (eV) = -0.7



The least stable of them is entry x.



Entry w
Computed, not measured: an isolated molecule of C3H4N4, with wB97M-V/def2-TZVPD.

The geometry in XYZ format:
```
11
Properties=species:S:1:pos:R:3
N 0.169 -0.995 -1.807
C 0.246 -0.415 -0.528
C -0.746 -0.580 0.518
N -0.861 0.363 1.384
C -0.446 1.312 2.067
N 1.886 1.067 0.492
N 1.231 0.364 -0.130
H -0.092 -0.354 -2.547
H 0.998 -1.509 -2.075
H -1.339 -1.485 0.604
H -1.046 2.231 2.022
```

Computed properties:
- HOMO level (eV) = -7.4
- Kohn-Sham gap (eV) = 7.95
- 2S+1 = 1
- lowest unoccupied orbital energy (eV) = 0.5



Entry x
Computed, not measured: an isolated molecule of C3H4N4, with wB97M-V/def2-TZVPD.

The geometry in XYZ format:
```
11
Properties=species:S:1:pos:R:3
C -1.912 0.381 -0.209
C -1.289 0.721 0.888
C 0.037 -1.297 -0.114
N -1.170 -0.724 0.507
N 1.214 -0.836 -0.142
N 2.590 0.885 -0.202
N 2.034 -0.033 0.373
H -2.746 0.549 -0.850
H -0.690 1.409 1.490
H -0.156 -2.277 -0.609
H 2.089 1.221 -1.131
```

Computed properties:
- HOMO level (eV) = -8.6
- Kohn-Sham gap (eV) = 8.98
- 2S+1 = 1
- SMILES = [H]/N=N\N=C/N1C=C1
- lowest unoccupied orbital energy (eV) = 0.4



The least stable of them is entry x.